A single C2H6N4O2 molecule at a distorted geometry. Source: OMol25; level of theory: ωB97M-V/def2-TZVPD.

```
14
C2H6N4O2 (ωB97M-V/def2-TZVPD)
H -0.262 -2.358 0.407
N 0.522 -1.679 0.938
C 0.334 -0.451 0.646
N 1.003 0.492 1.643
O 1.565 1.688 0.981
C -0.076 0.133 -0.614
N 0.191 1.127 -1.267
H 1.003 1.629 -0.938
N -0.903 -0.760 -1.332
O -2.115 -1.330 -0.817
H 1.715 0.194 2.366
H 0.746 2.333 0.754
H -1.161 -0.438 -2.378
H -2.560 -0.580 -0.392
```

SMILES = [H]/N=C(NO)\C(=N/[H])NO
Orbital gap = 0.3519 Eh
Highest occupied orbital energy = -0.34981 Eh
Electronic energy = -12220.7431 eV


A gas-phase ion, C2H6N4O2 (charge +2) at a distorted geometry. Source: OMol25; level of theory: ωB97M-V/def2-TZVPD.

```
14
C2H6N4O2 (ωB97M-V/def2-TZVPD)
N -1.347 1.847 -0.168
C -0.819 0.716 0.014
N 0.583 0.229 -0.078
C 1.186 -1.047 -0.008
N 2.427 -1.222 0.190
N -1.965 -0.445 0.119
O -3.059 0.047 0.351
O -1.587 -1.501 -0.233
H -2.353 1.959 -0.017
H -0.965 2.820 -0.235
H 1.193 1.150 -0.207
H 0.523 -1.925 0.006
H 2.908 -2.125 0.158
H 3.274 -0.502 0.108
```

SMILES = N/C(=[NH+]/C=[NH2+])[N+](=O)[O-]
Orbital gap = 0.3762 Eh
Highest occupied orbital energy = -0.76448 Eh
Net charge = +2
Electronic energy = -12203.3888 eV


A single C2H6N4O2S2 molecule at a distorted geometry. Source: OMol25; level of theory: ωB97M-V/def2-TZVPD.

```
16
C2H6N4O2S2 (ωB97M-V/def2-TZVPD)
C -0.349 1.624 -1.848
C 0.221 0.380 0.745
N -1.234 1.220 -0.803
N -0.906 0.905 0.340
N 0.751 0.419 2.018
N -0.747 -2.083 0.773
O 0.098 -1.094 -1.383
O 1.726 -1.725 0.401
S 1.327 1.456 -1.255
S 0.464 -1.264 0.002
H -0.458 0.896 -2.729
H -0.672 2.715 -2.235
H 0.704 1.228 2.502
H 1.552 -0.076 2.197
H -1.670 -1.547 0.642
H -0.807 -3.056 0.633
```

Orbital gap (spin up / spin down) = 0.2578 / 0.2578 Eh
Highest occupied orbital energy (spin up / spin down) = -0.29627 / -0.29628 Eh
Electronic energy = -33892.7505 eV


A single C2H6N4OS molecule at a distorted geometry. Source: OMol25; level of theory: ωB97M-V/def2-TZVPD.

```
14
C2H6N4OS (ωB97M-V/def2-TZVPD)
H 3.118 -0.779 0.515
N 2.239 -0.334 0.119
C 1.756 0.635 0.916
N 0.717 1.579 0.710
S -0.282 1.737 -0.689
C -1.220 0.367 -0.870
N -2.468 0.451 -1.323
H -2.534 -0.675 -1.536
N -0.506 -0.766 -0.465
O -1.369 -1.877 -0.541
H 2.171 0.535 1.965
H -0.003 1.602 1.585
H 0.468 -0.823 -0.636
H -2.086 -1.652 0.252
```

SMILES = [H]/N=C/NS/C(=N/[H])NO
Orbital gap = 0.3532 Eh
Highest occupied orbital energy = -0.34086 Eh
Electronic energy = -21009.9575 eV


A molecular structure, C2H6N4OS at a distorted geometry. Source: OMol25; level of theory: ωB97M-V/def2-TZVPD.

```
14
C2H6N4OS (ωB97M-V/def2-TZVPD)
C 1.717 -0.049 -0.138
C -1.753 -0.390 -0.136
H 0.007 1.043 0.143
H 1.336 2.073 -0.516
H 3.590 -1.056 -0.467
H -1.284 -2.210 -0.965
H -0.866 0.542 1.581
H -2.277 1.448 0.970
N 1.002 1.025 -0.281
N 2.997 -0.082 -0.453
N -0.710 -1.238 -0.352
N -1.596 0.655 0.848
O -2.854 -0.396 -0.781
S 0.693 -1.366 0.547
```

Orbital gap = 0.3448 Eh
Highest occupied orbital energy = -0.33632 Eh
Electronic energy = -21012.3317 eV


A single C2H6N4S molecule at a distorted geometry. Source: OMol25; level of theory: ωB97M-V/def2-TZVPD.

```
13
C2H6N4S (ωB97M-V/def2-TZVPD)
C 0.150 1.317 -0.809
C 0.559 0.383 0.312
N -0.486 0.152 1.324
N -1.048 -1.103 1.199
N -0.443 -1.714 0.249
S -0.930 -3.122 -0.438
N 0.702 -0.932 -0.237
H 0.630 0.813 -1.768
H 0.434 2.353 -0.766
H -1.041 1.262 -0.910
H 1.409 0.784 0.814
H -0.611 0.647 2.219
H 0.676 -0.841 -1.188
```

SMILES = C[C@H]1NN=[N+]([S-])N1
Orbital gap (spin up / spin down) = 0.2978 / 0.2978 Eh
Highest occupied orbital energy (spin up / spin down) = -0.28369 / -0.28368 Eh
Electronic energy = -18963.0102 eV


A single C2H6N4S molecule at a distorted geometry. Source: OMol25; level of theory: ωB97M-V/def2-TZVPD.

```
13
C2H6N4S (ωB97M-V/def2-TZVPD)
C 1.335 -0.080 -0.822
C 0.651 -1.063 -1.341
N -0.326 0.584 0.398
N -1.061 -0.448 0.461
N -0.950 1.637 -0.185
N -0.576 -1.223 1.554
S -1.119 -1.371 -1.054
H 2.327 0.306 -0.921
H 0.937 -1.797 -2.070
H -1.513 1.125 -0.989
H -0.762 2.600 -0.206
H -0.407 -0.499 2.359
H 0.338 -1.596 1.291
```

Orbital gap (spin up / spin down) = 0.3068 / 0.3068 Eh
Highest occupied orbital energy (spin up / spin down) = -0.28730 / -0.28734 Eh
Electronic energy = -18959.9214 eV


A single C2H6N4S molecule at a distorted geometry. Source: OMol25; level of theory: ωB97M-V/def2-TZVPD.

```
13
C2H6N4S (ωB97M-V/def2-TZVPD)
N 0.359 0.121 -1.680
N 0.232 -0.661 -0.146
C -1.007 -1.215 0.127
C -1.792 -0.417 0.937
S -1.070 0.938 1.671
N 0.724 0.083 0.756
N 1.718 0.936 0.675
H -0.232 -0.242 -2.455
H 1.362 -0.075 -1.742
H -1.423 -1.849 -0.654
H -2.820 -0.584 1.042
H 1.998 1.642 -0.122
H 1.951 1.325 1.592
```

SMILES = NN1C=CSN1N
Orbital gap (spin up / spin down) = 0.2802 / 0.2802 Eh
Highest occupied orbital energy (spin up / spin down) = -0.26331 / -0.26328 Eh
Electronic energy = -18961.1157 eV


A single C2H6N4S molecule at a distorted geometry. Source: OMol25; level of theory: ωB97M-V/def2-TZVPD.

```
13
C2H6N4S (ωB97M-V/def2-TZVPD)
H 2.495 -1.731 0.639
N 2.848 -0.835 0.398
C 1.787 -0.202 -0.158
N 1.734 1.164 -0.482
S 0.161 -1.066 -0.256
C -1.236 0.111 -0.024
N -2.315 -0.843 -0.116
N -1.291 1.330 0.249
H -2.251 1.390 0.708
H 0.867 1.561 -0.433
H 2.676 1.672 -0.205
H -2.087 -1.899 -0.382
H -3.389 -0.651 0.062
```

SMILES = [H]/N=C(/N)S/C(N)=N/[H]
Orbital gap = 0.3503 Eh
Highest occupied orbital energy = -0.33494 Eh
Electronic energy = -18965.2717 eV


A single C2H6N4S molecule at a distorted geometry. Source: OMol25; level of theory: ωB97M-V/def2-TZVPD.

```
13
C2H6N4S (ωB97M-V/def2-TZVPD)
C -1.564 0.932 -0.286
C -1.022 2.005 -0.864
N -1.036 -0.101 0.555
N 0.975 -0.500 -0.492
N 0.082 -0.682 0.381
N 0.368 -1.544 1.447
S 2.423 -1.267 -0.216
H -2.673 0.672 -0.521
H -0.016 2.433 -0.587
H -1.532 2.506 -1.582
H 1.155 -2.075 1.132
H -0.394 -1.959 1.920
H 3.234 -0.420 -0.887
```

Orbital gap = 0.3142 Eh
Highest occupied orbital energy = -0.29032 Eh
Electronic energy = -18961.5796 eV


A molecular structure, C2H6N4S at a distorted geometry. Source: OMol25; level of theory: ωB97M-V/def2-TZVPD.

```
13
C2H6N4S (ωB97M-V/def2-TZVPD)
C -1.752 0.328 0.540
C -1.221 -0.689 -0.459
N 2.778 1.251 -0.070
N 0.055 -0.065 -0.856
N 1.053 -0.246 -0.176
N 2.279 0.184 -0.529
S 1.573 -1.489 0.881
H -2.830 0.243 0.726
H -1.387 0.167 1.589
H -1.495 1.337 0.142
H -1.910 -0.650 -1.366
H -0.880 -1.596 -0.030
H 3.739 1.224 -0.393
```

Orbital gap (spin up / spin down) = 0.3101 / 0.3101 Eh
Highest occupied orbital energy (spin up / spin down) = -0.32232 / -0.32232 Eh
Electronic energy = -18961.7901 eV


A gas-phase ion, C2H6N5 (charge +1) at a distorted geometry. Source: OMol25; level of theory: ωB97M-V/def2-TZVPD.

```
13
C2H6N5 (ωB97M-V/def2-TZVPD)
C 0.712 -1.384 -1.357
C -0.526 1.453 1.035
N 0.444 -0.345 -0.564
N 1.047 0.749 -0.577
N -0.918 0.130 0.917
N 0.687 1.671 0.167
N 0.022 -2.463 -1.338
H -1.301 2.113 0.615
H -0.242 1.799 2.040
H -0.559 -0.472 1.652
H 1.167 2.568 0.122
H 0.263 -3.217 -1.972
H -0.797 -2.602 -0.740
```

Orbital gap (spin up / spin down) = 0.3132 / 0.2954 Eh
Highest occupied orbital energy (spin up / spin down) = -0.50516 / -0.50048 Eh
Net charge = +1
Electronic energy = -9609.6527 eV


A gas-phase ion, C2H6N5O (charge +1) at a distorted geometry. Source: OMol25; level of theory: ωB97M-V/def2-TZVPD.

```
14
C2H6N5O (ωB97M-V/def2-TZVPD)
C -2.297 0.317 0.732
O -1.556 -0.327 -0.274
C -0.375 0.240 -0.763
N 0.949 0.082 0.024
N 1.749 0.979 0.256
N 3.023 0.530 0.202
N 3.054 -0.740 0.001
N 1.944 -1.216 -0.203
H -3.004 0.996 0.212
H -1.590 0.796 1.450
H -3.053 -0.454 1.189
H -0.193 -0.291 -1.675
H -0.460 1.280 -0.932
H 1.810 -2.192 -0.220
```

SMILES = COC[n+]1nnn[nH]1
Orbital gap = 0.3289 Eh
Highest occupied orbital energy = -0.56120 Eh
Net charge = +1
Electronic energy = -11656.3914 eV


2 unconnected molecules or ions with the total composition C2H6N5O2S2 at a distorted geometry. Source: OMol25; level of theory: ωB97M-V/def2-TZVPD.

```
17
C2H6N5O2S2 (ωB97M-V/def2-TZVPD)
C 0.468 -0.164 -3.409
C 0.154 -0.037 0.376
N 0.734 0.758 -2.681
N -0.318 -1.018 1.106
N 1.358 0.399 0.577
N 0.273 1.292 -1.557
N -0.515 0.463 -0.658
O -2.270 -2.554 -1.714
O -2.355 -0.227 -2.392
S 0.294 -1.290 -4.481
S -2.491 -1.639 -2.764
H 0.072 -1.000 2.009
H -1.160 -1.360 1.080
H 1.881 0.353 1.468
H 1.599 1.093 -0.105
H -0.156 2.211 -1.708
H -1.326 0.102 -1.030
```

Orbital gap = 0.2898 Eh
Highest occupied orbital energy = -0.46662 Eh
Net charge = +1
Electronic energy = -35378.3391 eV


A gas-phase ion, C2H6NO (charge -1) at a distorted geometry. Source: OMol25; level of theory: ωB97M-V/def2-TZVPD.

```
10
C2H6NO (ωB97M-V/def2-TZVPD)
N -0.869 -1.037 0.616
C 0.286 -0.548 -0.213
C 0.451 1.006 -0.239
O 1.817 1.205 -0.175
H -1.087 -0.355 1.333
H -1.739 -1.212 0.134
H 0.067 -0.980 -1.212
H 1.168 -1.007 0.226
H -0.135 1.409 0.644
H 0.041 1.520 -1.115
```

SMILES = NCC[O-]
Orbital gap = 0.2488 Eh
Highest occupied orbital energy = -0.07213 Eh
Net charge = -1
Electronic energy = -5707.7570 eV


A gas-phase ion, C2H6NO (charge +1) at a distorted geometry. Source: OMol25; level of theory: ωB97M-V/def2-TZVPD.

```
10
C2H6NO (ωB97M-V/def2-TZVPD)
N 1.269 -0.433 -0.163
C -0.119 -0.075 0.407
C -1.284 0.636 -0.141
O -1.156 -0.762 -0.182
H 1.232 -0.165 -1.198
H 1.303 -1.429 0.131
H 2.046 0.218 0.130
H 0.127 -0.199 1.399
H -2.113 1.122 0.756
H -1.305 1.087 -1.139
```

SMILES = [NH3+][C@H]1CO1
Orbital gap = 0.4312 Eh
Highest occupied orbital energy = -0.58459 Eh
Net charge = +1
Electronic energy = -5699.0532 eV


2 unconnected molecules or ions with the total composition C2H6NO at a distorted geometry. Source: OMol25; level of theory: ωB97M-V/def2-TZVPD.

```
10
C2H6NO (ωB97M-V/def2-TZVPD)
C -0.002 2.569 1.217
C 0.516 1.296 0.687
N -0.248 -2.413 -1.136
O 1.359 2.204 0.952
H -0.409 3.312 0.546
H -0.249 2.662 2.264
H 0.303 -2.548 -1.993
H 0.381 -2.452 -0.321
H -0.962 -3.148 -1.060
H -0.690 -1.482 -1.155
```

Orbital gap (spin up / spin down) = 0.2094 / 0.3578 Eh
Highest occupied orbital energy (spin up / spin down) = -0.37414 / -0.55978 Eh
2S+1 = 3
<S²> = 2.0056
Net charge = +1
Electronic energy = -5695.4261 eV


2 unconnected molecules or ions with the total composition C2H6NO2 at a distorted geometry. Source: OMol25; level of theory: ωB97M-V/def2-TZVPD.

```
11
C2H6NO2 (ωB97M-V/def2-TZVPD)
C 0.226 -0.653 -1.649
O -1.201 -0.291 -1.856
H 0.961 0.066 -1.309
H 0.395 -1.537 -0.821
H 0.367 -0.860 -2.716
C 0.016 0.611 1.470
N 0.703 0.964 2.580
O -0.180 1.095 0.286
H -0.852 0.073 1.785
H -1.059 0.277 -1.081
H 0.623 0.253 3.309
```

Orbital gap = 0.2880 Eh
Highest occupied orbital energy = -0.13076 Eh
Net charge = -1
Electronic energy = -7755.1734 eV


2 unconnected molecules or ions with the total composition C2H6NO2 at a distorted geometry. Source: OMol25; level of theory: ωB97M-V/def2-TZVPD.

```
11
C2H6NO2 (ωB97M-V/def2-TZVPD)
C 1.052 0.050 -0.237
C 0.123 0.885 0.593
N -2.421 -0.839 0.421
O -2.730 0.282 -0.415
O -0.632 1.754 0.066
H 2.107 -0.074 0.042
H 0.632 -1.047 -0.236
H 1.134 0.574 -1.185
H 0.442 1.027 1.612
H -1.424 -1.144 0.219
H -1.985 0.898 -0.544
```

Orbital gap (spin up / spin down) = 0.2681 / 0.1828 Eh
Highest occupied orbital energy (spin up / spin down) = -0.10976 / -0.02269 Eh
Net charge = -1
Electronic energy = -7752.4626 eV


A gas-phase ion, C2H6NO2S (charge -1) at a distorted geometry. Source: OMol25; level of theory: ωB97M-V/def2-TZVPD.

```
12
C2H6NO2S (ωB97M-V/def2-TZVPD)
C -1.245 -0.021 -1.571
S -1.154 0.140 0.103
O -1.185 -1.411 0.868
O -2.023 1.235 0.535
N 0.345 0.657 0.604
C 1.440 -0.271 0.578
H -0.666 -0.851 -1.963
H -0.997 0.837 -2.087
H 0.238 1.197 1.468
H 1.740 -0.487 -0.547
H 2.266 0.248 1.023
H 1.241 -1.271 0.989
```

SMILES = C=[S@](=O)([O-])NC
Orbital gap = 0.2638 Eh
Highest occupied orbital energy = -0.11776 Eh
Net charge = -1
Electronic energy = -18589.6597 eV